Record 1
DFT (ωB97M-V with the def2-TZVPD basis set) results for 2 unconnected molecules or ions with the total composition C3H10N2O.

As for the relative energy (zero: lowest compared OMol25 entry of this formula, charge and spin): 1.6445 eV. The calculation puts the HOMO-LUMO gap at 8.63 eV. As for the SMILES: C/C(N)=C/N.O. The calculation puts the HOMO energy at -7.781 eV. The electronic energy comes out at -8299.8595 eV.

```
16
Properties=species:S:1:pos:R:3:nbo_charge:R:1
C -0.39 -1.98 -0.43 -0.653
C 0.05 -0.60 0.03 0.065
C -0.25 -0.16 1.27 -0.052
N 0.05 1.17 1.76 -0.854
N 1.04 0.01 -0.85 -0.875
H -0.72 -1.88 -1.49 0.218
H -1.29 -2.41 0.01 0.226
H 0.39 -2.77 -0.20 0.212
H -0.82 -0.73 2.02 0.195
H 0.03 1.78 0.86 0.397
H -0.78 1.49 2.29 0.362
H 1.66 -0.72 -1.26 0.376
H 1.77 0.53 -0.27 0.381
H 0.30 1.62 -1.44 0.487
H -1.00 2.27 -1.19 0.465
O -0.05 2.38 -1.09 -0.951
```

=====

Record 2
DFT (ωB97M-V with the def2-TZVPD basis set) results for 2 unconnected molecules or ions with the total composition C3H10N2O.

As for the relative energy (zero: lowest compared OMol25 entry of this formula, charge and spin): 2.9087 eV. The calculation puts the HOMO-LUMO gap at 8.63 eV. As for the SMILES: C=CO.NCN. The calculation puts the HOMO energy at -8.010 eV. The electronic energy comes out at -8298.5954 eV.

```
16
Properties=species:S:1:pos:R:3:nbo_charge:R:1
C 1.98 0.48 0.21 -0.528
C 1.30 1.35 1.01 0.141
O 0.01 1.75 0.82 -0.684
H 3.05 0.22 0.44 0.218
H 1.67 -0.06 -0.64 0.215
H 1.64 1.91 1.85 0.171
H -0.23 2.36 1.39 0.472
N -1.14 -0.14 -1.35 -0.882
C -0.89 -1.64 -1.07 -0.057
N -0.91 -1.74 0.35 -0.856
H -2.08 0.08 -1.18 0.340
H -0.56 0.46 -0.77 0.363
H -1.62 -2.21 -1.67 0.191
H 0.07 -1.93 -1.46 0.175
H -0.24 -1.23 0.92 0.375
H -1.81 -1.57 0.61 0.346
```

=====

Record 3
DFT (ωB97M-V with the def2-TZVPD basis set) results for a molecular structure, C3H10N2O.

As for the relative energy (zero: lowest compared OMol25 entry of this formula, charge and spin): 4.4133 eV. The calculation puts the HOMO-LUMO gap at 7.82 eV. The calculation puts the HOMO energy at -7.429 eV. The electronic energy comes out at -8297.0907 eV.

```
16
Properties=species:S:1:pos:R:3:nbo_charge:R:1
C 0.73 0.44 1.48 -0.015
C -0.44 -0.06 1.07 -0.326
N -1.57 0.90 0.94 -0.690
N 1.97 -0.15 1.26 -0.808
H 0.81 1.43 1.94 0.149
H -0.54 -0.55 -0.14 0.366
H -2.37 0.61 1.50 0.413
H -1.35 1.87 1.16 0.393
H -1.86 0.84 -0.05 0.461
H 1.96 -0.76 0.46 0.386
H 2.76 0.46 1.30 0.379
C 0.00 -1.02 -2.20 -0.221
O -0.99 -0.63 -1.32 -0.896
H 1.02 -1.00 -1.76 0.114
H -0.16 -2.05 -2.57 0.147
H 0.05 -0.35 -3.06 0.145
```

=====

Record 4
DFT (ωB97M-V with the def2-TZVPD basis set) results for 2 unconnected molecules or ions with the total composition C3H10N2O2.

As for the relative energy (zero: lowest compared OMol25 entry of this formula, charge and spin): 0.9161 eV. The calculation puts the HOMO-LUMO gap at 10.37 eV. As for the SMILES: NCCNC=O.O. The calculation puts the HOMO energy at -9.589 eV. The electronic energy comes out at -10348.5717 eV.

```
17
Properties=species:S:1:pos:R:3:nbo_charge:R:1
C 0.21 -2.10 0.01 0.525
N 0.98 -1.01 -0.04 -0.595
C 0.72 0.10 -0.97 -0.223
C -0.22 1.15 -0.41 -0.227
N -0.29 2.27 -1.31 -0.842
O 0.29 -2.96 0.87 -0.644
H -0.55 -2.18 -0.78 0.109
H 1.47 -0.78 0.81 0.409
H 1.67 0.57 -1.20 0.211
H 0.36 -0.35 -1.90 0.196
H 0.18 1.52 0.54 0.203
H -1.19 0.71 -0.15 0.164
H -0.77 3.06 -0.91 0.363
H -0.76 2.09 -2.20 0.354
H -0.38 -1.38 2.34 0.486
H -1.33 -0.28 2.74 0.468
O -0.40 -0.44 2.57 -0.958
```

=====

Record 5
DFT (ωB97M-V with the def2-TZVPD basis set) results for 2 unconnected molecules or ions with the total composition C3H10N2O2.

As for the relative energy (zero: lowest compared OMol25 entry of this formula, charge and spin): 4.5558 eV. The calculation puts the HOMO-LUMO gap at 9.84 eV. As for the SMILES: C=C(O)CN.NO. The calculation puts the HOMO energy at -9.119 eV. The electronic energy comes out at -10344.9320 eV.

```
17
Properties=species:S:1:pos:R:3:nbo_charge:R:1
C 0.57 -1.27 -0.45 -0.233
C -0.85 -0.38 -0.73 0.172
N 0.84 -1.41 0.92 -0.852
C -1.16 -0.12 -2.00 -0.436
O -1.86 -0.65 0.15 -0.690
H -1.47 -0.79 1.03 0.475
H 0.82 -0.51 1.40 0.388
H 0.23 -2.09 1.38 0.355
H 0.44 -2.23 -0.94 0.210
H 1.35 -0.66 -0.92 0.202
H -0.39 -0.07 -2.76 0.206
H -2.18 0.05 -2.31 0.208
N 1.12 2.33 0.88 -0.526
O 0.12 1.41 1.32 -0.635
H -0.33 1.03 0.40 0.487
H 0.81 3.25 1.20 0.335
H 1.95 2.11 1.43 0.334
```

=====

Record 6
DFT (ωB97M-V with the def2-TZVPD basis set) results for 2 unconnected molecules or ions with the total composition C3H10N2O2.

As for the relative energy (zero: lowest compared OMol25 entry of this formula, charge and spin): 2.2966 eV. The calculation puts the HOMO-LUMO gap at 10.23 eV. As for the SMILES: CNCC(N)=O.O. The calculation puts the HOMO energy at -9.540 eV. The electronic energy comes out at -10347.1912 eV.

```
17
Properties=species:S:1:pos:R:3:nbo_charge:R:1
C 1.39 1.07 -1.89 -0.436
N 0.55 0.28 -0.79 -0.647
C -0.50 1.23 -0.26 -0.330
C -1.20 0.57 1.00 0.654
N -1.42 -0.71 0.86 -0.789
O -1.47 1.21 2.03 -0.630
H 1.58 0.17 -2.67 0.217
H 0.90 2.01 -2.14 0.209
H 2.27 1.28 -1.34 0.193
H 1.12 0.10 -0.08 0.343
H 0.06 2.06 0.19 0.198
H -1.21 1.64 -1.02 0.219
H -1.23 -0.99 -0.10 0.398
H -1.92 -1.29 1.42 0.402
H 1.38 -2.22 -0.73 0.472
H 2.13 -3.56 -0.92 0.473
O 1.82 -2.89 -0.30 -0.946
```

=====

Record 7
DFT (ωB97M-V with the def2-TZVPD basis set) results for 2 unconnected molecules or ions with the total composition C3H10N2O2.

As for the relative energy (zero: lowest compared OMol25 entry of this formula, charge and spin): 1.5383 eV. The calculation puts the HOMO-LUMO gap at 10.23 eV. As for the SMILES: NCCNC=O.O. The calculation puts the HOMO energy at -9.508 eV. The electronic energy comes out at -10347.9495 eV.

```
17
Properties=species:S:1:pos:R:3:nbo_charge:R:1
C 0.47 -2.36 -0.08 0.534
N 0.21 -1.02 -0.14 -0.671
C -1.08 -0.37 -0.26 -0.216
C -0.94 1.04 0.30 -0.221
N -2.08 1.91 0.01 -0.819
O 1.43 -2.87 -0.62 -0.589
H -0.13 -2.97 0.64 0.106
H 1.07 -0.50 -0.17 0.413
H -1.81 -0.87 0.39 0.201
H -1.42 -0.42 -1.30 0.185
H -0.92 0.97 1.39 0.187
H 0.07 1.39 0.05 0.174
H -1.86 2.84 0.35 0.356
H -2.17 2.09 -0.98 0.347
H 3.47 0.57 -0.52 0.484
H 2.88 -0.10 0.76 0.478
O 2.82 0.67 0.19 -0.948
```

=====

Record 8
DFT (ωB97M-V with the def2-TZVPD basis set) results for 2 unconnected molecules or ions with the total composition C3H10N2O2.

As for the relative energy (zero: lowest compared OMol25 entry of this formula, charge and spin): 7.5027 eV. The calculation puts the HOMO-LUMO gap at 9.25 eV. The calculation puts the HOMO energy at -8.585 eV. The electronic energy comes out at -10341.9851 eV.

```
17
Properties=species:S:1:pos:R:3:nbo_charge:R:1
C -0.88 -1.23 -0.29 -0.008
C 1.40 1.41 -0.45 -0.433
C 0.22 -2.01 0.35 -0.686
N 0.07 0.88 -0.23 -0.019
N -0.29 0.76 1.11 -0.216
O -1.53 0.12 1.04 -0.546
O -0.86 1.72 -0.96 -0.618
H -1.70 1.33 -0.64 0.485
H -0.46 1.69 1.50 0.330
H -1.87 -1.60 -0.11 0.191
H -0.76 -0.98 -1.34 0.199
H 1.62 1.35 -1.51 0.217
H 1.47 2.46 -0.13 0.189
H 2.10 0.79 0.11 0.219
H 0.19 -1.88 1.43 0.252
H 1.21 -1.71 0.00 0.213
H 0.07 -3.08 0.12 0.234
```

=====

Record 9
DFT (ωB97M-V with the def2-TZVPD basis set) results for 2 unconnected molecules or ions with the total composition C3H10N2O2.

As for the relative energy (zero: lowest compared OMol25 entry of this formula, charge and spin): 1.7580 eV. The calculation puts the HOMO-LUMO gap at 10.22 eV. As for the SMILES: CC(=O)NCN.O. The calculation puts the HOMO energy at -9.471 eV. The electronic energy comes out at -10347.7298 eV.

```
17
Properties=species:S:1:pos:R:3:nbo_charge:R:1
O -1.05 -0.48 0.87 -0.631
C -0.32 0.53 0.91 0.656
N 0.98 0.57 0.42 -0.664
C 1.61 -0.68 -0.20 -0.043
N 2.97 -0.29 -0.65 -0.870
C -0.74 1.83 1.46 -0.713
H 1.53 1.47 0.29 0.408
H 1.70 -1.54 0.47 0.209
H 0.86 -0.97 -1.11 0.198
H 3.61 -0.20 0.06 0.367
H 3.09 0.31 -1.44 0.375
H 0.13 2.42 1.86 0.218
H -1.14 2.42 0.56 0.239
H -1.49 1.74 2.34 0.250
H -3.64 -2.04 -1.30 0.473
H -4.10 -2.41 -2.72 0.470
O -4.00 -2.68 -1.82 -0.943
```

=====

Record 10
DFT (ωB97M-V with the def2-TZVPD basis set) results for 2 unconnected molecules or ions with the total composition C3H10N2O2.

As for the relative energy (zero: lowest compared OMol25 entry of this formula, charge and spin): 3.5984 eV. The calculation puts the HOMO-LUMO gap at 9.41 eV. As for the SMILES: C/N=C(/C)O.NO. The calculation puts the HOMO energy at -8.972 eV. The electronic energy comes out at -10345.8894 eV.

```
17
Properties=species:S:1:pos:R:3:nbo_charge:R:1
C 1.19 1.51 1.10 -0.446
C 0.17 -0.46 -1.94 -0.692
C 0.19 0.47 -0.77 0.604
O -0.85 1.31 -0.68 -0.686
N 1.12 0.42 0.13 -0.552
H -1.50 1.17 -1.38 0.492
H 1.59 1.12 2.04 0.199
H 1.87 2.29 0.74 0.206
H 0.23 1.98 1.33 0.191
H 0.84 -1.31 -1.76 0.263
H 0.51 0.07 -2.83 0.231
H -0.84 -0.85 -2.10 0.216
N -1.48 -1.88 1.39 -0.509
O -0.19 -1.98 0.76 -0.648
H 0.50 -1.17 0.93 0.483
H -2.01 -1.28 0.75 0.319
H -1.33 -1.40 2.28 0.328
```

=====

Record 11
DFT (ωB97M-V with the def2-TZVPD basis set) results for 2 unconnected molecules or ions with the total composition C3H10N2O3S.

As for the relative energy (zero: lowest compared OMol25 entry of this formula, charge and spin): 1.5080 eV. The calculation puts the HOMO-LUMO gap at 9.36 eV. As for the SMILES: CS(=O)(=O)O.C/C=N/N. The calculation puts the HOMO energy at -8.603 eV. The electronic energy comes out at -23228.7067 eV.

```
19
Properties=species:S:1:pos:R:3:nbo_charge:R:1
C -2.56 -0.97 0.04 -0.677
C 3.24 -1.01 0.00 -0.874
C -2.27 0.42 -0.19 0.024
N -0.80 2.17 0.04 -0.661
N -1.17 0.89 0.16 -0.267
O 0.69 -0.81 0.85 -0.905
O 2.03 1.22 0.36 -0.976
O 1.12 -0.18 -1.49 -0.927
S 1.73 -0.09 -0.17 2.325
H -2.28 -1.35 1.06 0.235
H -1.99 -1.60 -0.75 0.241
H -3.70 -1.27 0.06 0.229
H 3.22 -1.49 -0.98 0.255
H 4.10 -0.41 0.08 0.259
H 3.05 -1.60 0.95 0.269
H -3.00 1.20 -0.70 0.141
H 0.19 2.32 0.38 0.442
H -1.54 2.75 -0.40 0.371
H -0.05 -0.20 0.71 0.495
```

=====

Record 12
DFT (ωB97M-V with the def2-TZVPD basis set) results for a molecular structure, C3H10N2O6P2.

As for the relative energy (zero: lowest compared OMol25 entry of this formula, charge and spin): 0.0000 eV. The calculation puts the HOMO-LUMO gap at 8.09 eV. The calculation puts the HOMO energy at -1.531 eV. The electronic energy comes out at -37120.9921 eV. The charge is -2.

```
23
Properties=species:S:1:pos:R:3:nbo_charge:R:1
C 0.27 -0.90 0.88 -0.374
C 1.24 0.18 1.21 -0.317
C -1.07 -0.11 -0.40 -0.642
N 1.99 0.69 0.03 -0.863
N -0.69 -0.20 -1.75 -0.877
O -3.74 -0.36 -0.89 -1.173
O -2.85 -0.65 1.54 -1.049
O -1.32 1.81 1.68 -1.186
O -0.23 2.55 -0.57 -1.192
O -2.46 -2.50 -0.02 -1.171
O -2.77 2.04 -0.49 -1.044
P -2.60 -1.04 -0.10 2.319
P -1.24 1.66 0.13 2.284
H -0.44 -1.15 1.63 0.228
H 0.46 -1.69 0.19 0.188
H 0.53 0.92 1.65 0.262
H 1.97 0.01 1.99 0.155
H -3.14 1.13 -0.56 0.496
H 1.29 1.26 -0.41 0.394
H 2.10 -0.14 -0.55 0.325
H -0.53 0.74 -2.13 0.376
H -2.61 0.33 1.55 0.499
H -1.48 -0.54 -2.30 0.361
```

=====

Q: What is the relative energy (zero: lowest compared OMol25 entry of this formula, charge and spin) in the tenth record?
A: 3.5984 eV